one) Here is a cluster of 2 separate species, C4H8 in total from OMol25. Energies are from wB97M-V/def2-TZVPD.

CARTESIAN COORDINATES (ANGSTROEM)
C  -1.52  0.29  -0.74
C  -0.20  0.73  -0.13
C  0.60  -0.41  0.21
C  1.79  -0.51  0.92
H  -1.64  0.76  -1.73
H  -2.44  0.46  -0.16
H  -1.38  -0.78  -0.96
H  0.32  1.61  -0.51
H  0.37  -1.37  -0.26
H  2.22  0.49  0.99
H  -0.47  0.14  1.72
H  2.34  -1.40  0.66

Output
Multiplicity   1

Which charges does natural (NBO) predict for the atoms? In e, they are: -0.66 -0.16 -0.25 -0.54 0.21 0.24 0.21 0.23 0.20 0.18 0.13 0.20

---

two) Here is a cluster of 2 separate species, C4H8 in total from OMol25. Energies are from wB97M-V/def2-TZVPD.

CARTESIAN COORDINATES (ANGSTROEM)
C  1.32  1.33  1.05
C  0.26  1.66  0.38
C  -0.34  -1.57  -0.36
C  -1.15  -0.45  -0.90
H  1.96  2.07  1.54
H  1.64  0.31  1.18
H  -0.24  2.56  0.11
H  -0.38  -1.58  0.73
H  0.69  -1.50  -0.68
H  -0.72  -2.54  -0.71
H  -2.08  -0.18  -0.45
H  -0.95  -0.11  -1.90

Output
Multiplicity   1

Which charges does natural (NBO) predict for the atoms? In e, they are: -0.54 -0.10 -0.69 -0.27 0.21 0.21 0.17 0.22 0.22 0.22 0.18 0.18

---

three) Here is the molecule C4H8 from OMol25. Energies are from wB97M-V/def2-TZVPD.

CARTESIAN COORDINATES (ANGSTROEM)
C  -0.13  -1.05  -1.08
C  -0.79  -0.54  0.14
C  0.96  1.17  0.44
C  -0.15  0.47  1.02
H  -0.53  -2.03  -1.35
H  0.96  -1.09  -0.89
H  -0.24  -0.42  -1.97
H  -1.87  -0.66  0.22
H  0.90  1.53  -0.58
H  1.92  1.27  0.95
H  -1.01  1.18  1.02
H  -0.02  0.16  2.07

Output
Multiplicity   1

Which charges does natural (NBO) predict for the atoms? In e, they are: -0.68 -0.08 -0.31 -0.57 0.22 0.22 0.21 0.17 0.17 0.18 0.25 0.23

---

Energy relative to the most stable one, in kcal/mol: one) 48.1; two) 23.5; three) 0.0

---

one) Here is a cluster of 2 separate species, C4H8 in total from OMol25. Energies are from wB97M-V/def2-TZVPD.

CARTESIAN COORDINATES (ANGSTROEM)
C  -1.39  -1.73  0.52
C  -0.10  -1.53  0.73
H  -2.06  -0.87  0.56
H  -1.83  -2.72  0.32
H  0.32  -0.54  0.91
H  0.57  -2.39  0.79
C  0.74  1.40  -1.27
C  0.74  1.86  -0.01
H  -0.17  1.44  -1.87
H  1.63  0.96  -1.72
H  -0.12  2.34  0.48
H  1.67  1.77  0.56

Output
SMILES   C=C.C=C
Multiplicity   1

Which charges does natural (NBO) predict for the atoms? In e, they are: -0.40 -0.39 0.19 0.20 0.20 0.19 -0.38 -0.41 0.19 0.20 0.20 0.19

---

two) Here is the molecule C4H8 from OMol25. Energies are from wB97M-V/def2-TZVPD.

CARTESIAN COORDINATES (ANGSTROEM)
C  -1.45  -0.93  0.92
C  -0.31  -0.04  0.55
C  0.31  -0.07  -0.65
C  1.40  0.91  -0.92
H  -1.10  -1.55  1.76
H  -2.30  -0.32  1.25
H  -1.74  -1.53  0.05
H  0.19  0.54  1.31
H  -0.03  -0.77  -1.40
H  1.68  1.11  -1.95
H  1.02  1.86  -0.54
H  2.34  0.78  -0.37

Output
SMILES   C/C=C/C
Multiplicity   1

Which charges does natural (NBO) predict for the atoms? In e, they are: -0.64 -0.17 -0.20 -0.66 0.21 0.21 0.21 0.18 0.19 0.22 0.22 0.22

---

Energy relative to the most stable one, in kcal/mol: one) 25.9; two) 0.0

---

one) Here is the molecule C6H11NO2 from OMol25. Energies are from wB97M-V/def2-TZVPD.

CARTESIAN COORDINATES (ANGSTROEM)
C  -0.17  1.39  1.76
O  -0.09  1.31  0.32
C  0.23  0.03  -0.18
C  0.70  0.37  -1.67
C  1.43  -0.63  0.54
C  -0.99  -0.92  -0.17
O  -2.31  -0.35  -0.01
C  -1.09  -1.63  -1.39
N  -1.38  -2.19  -2.36
H  0.60  2.13  2.15
H  -0.26  0.44  2.31
H  -1.18  1.88  1.90
H  -0.12  0.89  -2.00
H  1.45  1.07  -1.64
H  0.89  -0.42  -2.27
H  1.29  -1.21  1.39
H  2.13  0.10  0.81
H  1.82  -1.15  -0.35
H  -0.88  -1.71  0.54
H  -2.06  0.61  0.31

Output
SMILES   COC(C)(C)[C@@H](O)C#N
Multiplicity   1

Which charges does natural (NBO) predict for the atoms? In e, they are: -0.29 -0.55 0.29 -0.61 -0.65 -0.07 -0.68 0.26 -0.30 0.20 0.19 0.19 0.22 0.22 0.22 0.21 0.22 0.23 0.21 0.48

---

two) Here is the molecule C6H11NO2 from OMol25. Energies are from wB97M-V/def2-TZVPD.

CARTESIAN COORDINATES (ANGSTROEM)
C  0.40  -1.00  2.71
C  0.09  0.03  1.62
C  1.05  -0.14  0.46
O  2.14  0.37  0.42
C  0.59  -1.19  -0.60
C  -0.52  -0.48  -1.37
O  -1.63  -0.91  -1.51
N  -0.17  0.82  -1.64
C  -1.10  1.76  -2.22
H  -0.24  -0.83  3.57
H  1.44  -0.91  3.04
H  0.24  -2.01  2.35
H  -0.93  -0.10  1.27
H  0.22  1.03  2.03
H  0.18  -2.09  -0.15
H  1.43  -1.40  -1.26
H  0.81  1.09  -1.63
H  -0.89  1.90  -3.28
H  -2.10  1.35  -2.09
H  -1.02  2.72  -1.71

Output
SMILES   CCC(=O)CC(=O)NC
Multiplicity   1

Which charges does natural (NBO) predict for the atoms? In e, they are: -0.59 -0.52 0.63 -0.56 -0.61 0.68 -0.61 -0.63 -0.42 0.22 0.22 0.20 0.22 0.23 0.25 0.24 0.41 0.19 0.24 0.20

---

Energy relative to the most stable one, in kcal/mol: one) 65.1; two) 0.0